94
Properties=species:S:1:pos:R:3 method="wB97M-V/def2-TZVPD" mol_weight_g_mol=885.626 homo_ev=-9.674 gap_ha=0.231 de_lowest_kj_mol=334.4 lumo_ev=-3.3873 total_charge=+1
Sn 0.568 -0.860 1.154
As -0.852 -3.603 -2.313
S 0.335 -2.886 2.952
S -1.775 -5.036 2.865
S 0.653 -2.547 -1.265
O -0.916 0.347 -3.121
O -1.791 0.479 3.087
N 1.859 1.331 -1.377
N -2.043 -2.823 1.643
N 0.988 1.555 2.328
N -5.254 0.858 1.081
N -3.673 1.222 -3.302
N -0.881 0.889 0.357
N -1.637 -1.631 1.170
C -3.303 5.852 2.422
C -2.772 2.643 -0.600
C 0.087 3.569 -5.380
C -0.483 -5.721 3.916
C 0.343 2.528 2.856
C -4.266 0.956 1.994
C -5.578 1.663 -0.134
C 1.874 1.759 -2.576
C 2.985 2.205 0.777
C -3.451 2.018 2.347
C -5.638 0.852 -1.513
C -2.623 -3.050 -2.879
C -3.004 2.094 -4.067
C -1.181 -5.354 -1.588
C -1.219 3.254 -5.209
C -5.075 1.446 -2.866
C -1.165 -3.466 2.399
C 0.745 2.027 -3.533
C 2.443 1.693 2.170
C -0.563 2.140 0.026
C -1.464 3.053 -0.476
C -1.638 2.233 -4.287
C -3.088 1.358 -0.226
C 0.562 4.568 -6.403
C -2.919 4.393 2.461
C -1.571 4.023 2.782
C -0.615 1.442 -3.589
C 3.079 1.393 -0.562
C -2.127 0.487 0.224
C -3.795 3.395 2.169
C 1.035 2.961 -4.490
C -2.504 -0.849 0.665
C -2.109 1.645 2.851
C -1.129 2.734 2.870
C -0.042 -3.958 -4.029
H -5.709 1.036 -3.651
H -1.758 -5.937 -2.309
H -5.253 2.524 -2.853
H -6.571 2.078 0.028
H -0.357 -5.099 4.800
H -3.054 -3.946 -3.325
H -3.639 2.848 -4.528
H -1.983 3.771 -5.788
H -0.834 -6.714 4.197
H 4.026 2.447 0.999
H 2.904 0.731 2.403
H 2.061 3.320 -4.556
H -2.532 -2.261 -3.617
H -3.130 0.466 -2.918
H -0.227 -5.835 -1.397
H -3.235 -2.728 -2.042
H 0.460 2.427 0.179
H -5.780 0.001 1.132
H 2.813 2.421 2.900
H -5.251 -0.163 -1.369
H -4.217 6.007 1.847
H 0.907 3.400 3.219
H 3.880 1.866 -1.143
H -0.843 4.827 2.889
H -3.550 -1.148 0.650
H 0.900 -4.469 -3.865
H -2.505 6.454 1.981
H -4.895 2.500 -0.195
H -1.145 4.053 -0.745
H -1.735 -5.265 -0.665
H -6.699 0.732 -1.727
H -0.695 -4.563 -4.658
H 0.156 -3.004 -4.512
H -3.524 3.326 -0.979
H -4.080 0.969 -0.264
H -3.476 6.233 3.432
H 0.454 -5.785 3.372
H -0.277 5.027 -6.926
H 1.202 4.085 -7.145
H -4.812 3.643 1.871
H 3.404 0.374 -0.340
H 2.824 2.150 -2.972
H 2.490 3.158 0.563
H 1.150 5.363 -5.936
H -4.034 0.012 2.489